w:
{
  "formula": "C3H6O3S",
  "method": "the ωB97M-V functional and the def2-TZVPD basis",
  "lumo_energy_ha": -0.0293,
  "e_homo_ev": -9.86,
  "smiles": "C[C@H](O)C=S(=O)=O",
  "homo_lumo_gap_ev": 9.1,
  "species": ["C", "C", "C", "O", "O", "O", "S", "H", "H", "H", "H", "H", "H"],
  "positions_angstrom": [[0.3811, 0.9865, 0.4367], [-1.2951, -0.6004, -0.9223], [0.1332, 0.0298, -0.9452], [0.6063, 1.1322, 3.1458], [1.6341, -0.7290, 1.8108], [1.2721, -0.7071, -1.1603], [0.7339, 0.3690, 1.9439], [-0.2240, 1.8480, 0.5361], [-1.3040, -1.3483, -1.7037], [-1.4978, -1.1279, -0.0243], [-2.1434, 0.1048, -1.2043], [0.0972, 0.9296, -1.6495], [1.6064, -0.8872, -0.2637]],
  "lowdin_charge": [-0.150, -0.047, -0.419, -0.305, -0.327, -0.019, 0.774, 0.049, 0.070, 0.055, 0.106, 0.144, 0.069]
}

=====

x:
{
  "formula": "C3H6O3S",
  "method": "the ωB97M-V functional and the def2-TZVPD basis",
  "lumo_energy_ha": 0.0139,
  "e_homo_ev": -9.08,
  "smiles": "O=CC[C@H](O)SO",
  "homo_lumo_gap_ev": 9.5,
  "species": ["C", "C", "C", "O", "O", "O", "S", "H", "H", "H", "H", "H", "H"],
  "positions_angstrom": [[-0.7448, 0.3818, -0.8210], [-0.9478, -1.0733, -0.9768], [0.4915, 0.2584, 0.2518], [1.3916, -1.2264, 2.4771], [-0.3375, -1.7381, -1.7684], [1.7429, 0.0507, -0.2506], [0.0119, -1.0236, 1.4870], [-0.3756, 0.8496, -1.7160], [-1.4669, 0.9591, -0.3691], [1.7799, -2.0868, 2.4938], [-1.6315, -1.5633, -0.2398], [0.6529, 1.2634, 0.7207], [1.6500, -0.5396, -1.1065]],
  "lowdin_charge": [-0.085, -0.408, -0.628, -0.425, 0.052, -0.079, 0.958, 0.124, 0.084, 0.019, 0.099, 0.130, 0.159]
}

=====

y:
{
  "formula": "C3H6O3S",
  "method": "the ωB97M-V functional and the def2-TZVPD basis",
  "lumo_energy_ha": 0.0180,
  "e_homo_ev": -9.66,
  "homo_lumo_gap_ev": 10.1,
  "species": ["C", "C", "C", "O", "O", "O", "S", "H", "H", "H", "H", "H", "H"],
  "positions_angstrom": [[1.1453, 1.7074, 0.5889], [1.0034, 0.8464, -0.3945], [-3.3467, -0.8825, -0.6944], [3.2376, -0.5002, -0.5514], [1.5032, -1.0388, 1.2318], [-3.6224, -1.1883, 0.4242], [1.8240, -0.7847, -0.3959], [0.6912, 2.6853, 0.5754], [1.7295, 1.4535, 1.4573], [0.4386, 1.0484, -1.2926], [-2.9499, 0.1122, -0.9611], [-3.4613, -1.5708, -1.5484], [1.8076, -1.8878, 1.5605]],
  "lowdin_charge": [-0.017, -0.300, -0.158, -0.474, -0.321, 0.006, 0.865, 0.065, 0.065, 0.062, 0.075, 0.078, 0.054]
}

=====

Which structure loses on stability? w does.

=====

w:
{
  "formula": "C6H10O3",
  "method": "the ωB97M-V functional and the def2-TZVPD basis",
  "lumo_energy_ha": [0.0268, 0.0268],
  "e_homo_ev": [-8.69, -8.69],
  "smiles": "C=CC(=C)O.COC=O",
  "homo_lumo_gap_ev": [9.4, 9.4],
  "species": ["C", "C", "O", "O", "H", "H", "H", "H", "C", "C", "C", "C", "O", "H", "H", "H", "H", "H", "H"],
  "positions_angstrom": [[0.7459, 1.9983, -0.5067], [-0.5510, 0.7475, -1.9852], [-0.5368, 1.5468, -0.9321], [0.3985, 0.3943, -2.6194], [-1.5932, 0.4614, -2.2007], [1.2492, 2.5228, -1.3212], [1.3558, 1.1457, -0.2017], [0.5725, 2.6663, 0.3324], [-0.8212, -0.9335, 0.8469], [0.2223, -1.6207, 0.0906], [-0.6534, -0.2817, 1.9981], [1.5195, -1.6277, 0.3671], [-2.0359, -1.0292, 0.2296], [-2.6994, -0.5562, 0.7458], [-0.1529, -2.1461, -0.7768], [0.3039, -0.2211, 2.4765], [-1.4755, 0.2047, 2.4960], [1.9345, -1.1133, 1.2176], [2.2172, -2.1582, -0.2566]],
  "lowdin_charge": [-0.050, -0.401, -0.072, 0.077, 0.148, 0.097, 0.080, 0.094, -0.435, -0.125, 0.059, 0.034, 0.030, 0.112, 0.115, 0.055, 0.061, 0.060, 0.062]
}

=====

x:
{
  "formula": "C6H10O3",
  "method": "the ωB97M-V functional and the def2-TZVPD basis",
  "lumo_energy_ha": 0.0180,
  "e_homo_ev": -9.80,
  "smiles": "CCC(=O)[C@H](O)C(C)=O",
  "homo_lumo_gap_ev": 10.3,
  "species": ["O", "O", "O", "C", "C", "C", "C", "C", "C", "H", "H", "H", "H", "H", "H", "H", "H", "H", "H"],
  "positions_angstrom": [[-0.3930, 1.7079, -1.6969], [-1.0560, -0.9670, 1.0079], [0.4728, 1.0825, 1.7540], [-0.4434, 1.6737, -0.4761], [-0.1895, -0.6486, 0.1767], [-1.3949, 2.6418, 0.2244], [0.4149, 0.7477, 0.3469], [1.2462, -2.7053, -0.3022], [0.3160, -1.6383, -0.8845], [-0.3254, 0.7930, 2.2479], [-0.8497, 3.4591, 0.5779], [-2.1650, 2.9857, -0.4875], [-1.8581, 2.1630, 1.0963], [1.4311, 0.6915, -0.0376], [1.6507, -3.2572, -1.1572], [2.0513, -2.2143, 0.2860], [0.7249, -3.3825, 0.3798], [-0.5152, -2.1060, -1.4410], [0.8824, -1.0269, -1.6148]],
  "lowdin_charge": [0.085, 0.080, -0.026, -0.366, -0.299, 0.013, -0.233, -0.088, -0.172, 0.104, 0.067, 0.099, 0.086, 0.163, 0.077, 0.088, 0.079, 0.127, 0.115]
}

=====

Which structure loses on stability? w does.

=====

w:
{
  "formula": "C10H15N2O",
  "method": "the ωB97M-V functional and the def2-TZVPD basis",
  "lumo_energy_ha": -0.1723,
  "e_homo_ev": -11.68,
  "homo_lumo_gap_ev": 7.0,
  "charge": 1,
  "species": ["C", "C", "C", "C", "C", "C", "C", "C", "C", "C", "N", "N", "O", "H", "H", "H", "H", "H", "H", "H", "H", "H", "H", "H", "H", "H", "H", "H"],
  "positions_angstrom": [[-4.7181, 0.8733, 2.1792], [-3.5312, 0.0862, 2.0744], [-4.8157, 1.5275, 0.9595], [-2.9425, 0.3314, 0.8644], [0.2250, -0.1692, -1.8716], [3.7318, -1.4160, 0.8600], [-3.6143, 1.6851, -1.0853], [4.3316, -0.8035, 1.8142], [5.6921, -0.4495, 2.2303], [-2.1586, 1.8103, -3.1133], [-3.7960, 1.2060, 0.1377], [-2.5363, 1.3609, -1.8179], [1.2761, -0.6095, -1.7571], [-5.3817, 0.8491, 2.9509], [-3.2749, -0.7109, 2.7615], [-5.6388, 2.1034, 0.5690], [-2.1117, 0.0333, 0.3843], [2.6963, -1.4552, 0.8188], [4.3932, -1.7546, 0.1542], [-4.2671, 2.4644, -1.4541], [3.6203, -0.3680, 2.5899], [5.7696, -0.8508, 3.2664], [5.9695, 0.6230, 2.0681], [6.4815, -0.9967, 1.7138], [-1.8260, 1.0095, -3.8534], [-2.8517, 2.5973, -3.4778], [-1.1102, 2.3550, -2.9681], [-1.8403, 0.8104, -1.3074]],
  "lowdin_charge": [0.009, -0.011, -0.054, -0.006, 0.068, -0.021, 0.038, -0.290, -0.119, -0.078, -0.068, 0.012, 0.079, 0.087, 0.125, 0.134, 0.067, 0.029, 0.039, 0.174, 0.111, 0.090, 0.095, 0.068, 0.116, 0.106, 0.135, 0.064]
}

=====

x:
{
  "formula": "C10H15N2O",
  "method": "the ωB97M-V functional and the def2-TZVPD basis",
  "lumo_energy_ha": -0.2410,
  "e_homo_ev": -13.87,
  "homo_lumo_gap_ev": 7.3,
  "charge": 1,
  "species": ["C", "C", "C", "C", "C", "C", "C", "C", "C", "C", "N", "N", "O", "H", "H", "H", "H", "H", "H", "H", "H", "H", "H", "H", "H", "H", "H", "H"],
  "positions_angstrom": [[4.0365, 1.0413, 0.1379], [2.6345, 0.7228, -0.0145], [2.6082, -0.6831, 0.0114], [1.6533, 1.6155, -0.3495], [0.1653, 1.3806, -0.4150], [1.4975, -1.6300, -0.0194], [-2.2176, 0.5321, 1.3846], [-2.5792, 0.5314, -1.1470], [-2.1074, -1.5270, 0.0582], [-1.7573, 0.0007, -0.0027], [3.8192, -1.1723, 0.1140], [-0.3857, 0.3136, 0.1057], [4.6886, -0.0646, 0.2729], [4.6541, 1.9233, 0.3474], [1.8959, 2.6005, -0.8024], [-0.2490, 2.1098, -1.0154], [1.6998, -2.6603, -0.4208], [1.0902, -1.9956, 0.8939], [-1.9762, 1.6183, 1.6685], [-3.1959, 0.2268, 1.6937], [-1.5978, 0.0863, 2.0813], [-2.5058, 1.6298, -1.3817], [-3.6765, 0.2739, -0.9756], [-2.2595, -0.0268, -2.1387], [-1.7731, -1.9574, -0.8035], [-1.5414, -2.0080, 0.9222], [-3.1636, -1.6678, 0.1023], [0.5432, -1.2137, -0.3078]],
  "lowdin_charge": [0.064, -0.125, -0.246, 0.157, -0.039, -0.002, -0.025, -0.053, -0.019, -0.620, 0.197, 0.098, 0.075, 0.177, 0.152, 0.095, 0.131, 0.094, 0.124, 0.092, 0.050, 0.089, 0.115, 0.130, 0.045, 0.119, 0.086, 0.039]
}

=====

Which structure loses on stability? x does.

=====

w:
{
  "formula": "C2H6O2",
  "method": "the ωB97M-V functional and the def2-TZVPD basis",
  "lumo_energy_ha": 0.0248,
  "e_homo_ev": -8.22,
  "smiles": "C=CO.O",
  "homo_lumo_gap_ev": 8.9,
  "species": ["C", "C", "O", "H", "H", "H", "H", "H", "H", "O"],
  "positions_angstrom": [[-1.0331, -0.0101, -0.8442], [-1.4850, -0.1049, 0.4242], [-0.7116, 0.1045, 1.4950], [-1.0785, -0.8765, -1.4517], [-0.5706, 0.8965, -1.2780], [-2.5262, -0.4421, 0.4563], [-0.1420, 0.8940, 1.3595], [3.3420, -0.0238, 0.0155], [1.7892, -0.2919, -0.4792], [2.4156, -0.1457, 0.3026]],
  "lowdin_charge": [-0.044, -0.285, 0.018, 0.031, 0.059, 0.113, 0.124, 0.039, 0.054, -0.109]
}

=====

x:
{
  "formula": "C2H6O2",
  "method": "the ωB97M-V functional and the def2-TZVPD basis",
  "lumo_energy_ha": 0.0184,
  "e_homo_ev": -10.58,
  "smiles": "C=O.CO",
  "homo_lumo_gap_ev": 11.1,
  "species": ["C", "C", "H", "H", "H", "H", "H", "H", "O", "O"],
  "positions_angstrom": [[1.6660, 0.3604, 0.1050], [-2.3122, -0.0390, -0.0971], [2.6891, 0.6981, 0.3088], [1.0035, 0.6574, 0.9219], [1.3135, 0.8410, -0.8224], [0.8423, -1.3693, -0.0683], [-2.1723, 1.0199, -0.3989], [-1.3686, -0.6390, -0.0682], [1.7438, -1.0434, -0.0269], [-3.4052, -0.4861, 0.1462]],
  "lowdin_charge": [-0.180, -0.136, 0.083, 0.072, 0.078, 0.050, 0.084, 0.067, -0.119, 0.001]
}

=====

Which structure loses on stability? w does.

=====

w:
{
  "formula": "C6H11N3S",
  "method": "the ωB97M-V functional and the def2-TZVPD basis",
  "lumo_energy_ha": 0.0266,
  "e_homo_ev": -7.90,
  "homo_lumo_gap_ev": 8.6,
  "species": ["C", "C", "C", "C", "C", "C", "N", "N", "N", "S", "H", "H", "H", "H", "H", "H", "H", "H", "H", "H", "H"],
  "positions_angstrom": [[0.5138, -0.9292, -0.0431], [1.4610, 0.5892, -0.1704], [-1.3903, -1.3621, 1.3848], [-1.7117, -1.6796, -1.0160], [1.4801, 3.1397, -0.2284], [-0.9918, -0.9166, 0.0104], [1.3005, -1.8640, 0.1941], [2.6518, 0.2556, -0.1060], [0.8546, 1.7748, -0.3217], [2.8881, -1.3652, 0.3187], [-2.2444, -0.8225, 1.4963], [-0.6773, -1.0217, 2.1410], [-1.5781, -2.4715, 1.3420], [-1.4079, -2.6511, -0.9151], [-1.6838, -1.5853, -2.1208], [-2.7831, -1.5891, -0.9070], [2.4912, 3.1350, -0.1219], [1.2557, 3.7682, -1.1335], [1.0663, 3.6912, 0.5644], [-1.3246, 0.1934, -0.0158], [-0.1700, 1.7107, -0.3519]],
  "lowdin_charge": [-0.265, -0.400, -0.062, -0.083, -0.039, -0.429, -0.262, -0.268, -0.005, 0.877, 0.042, 0.097, 0.115, 0.052, 0.100, 0.086, 0.040, 0.096, 0.056, 0.139, 0.115]
}

=====

x:
{
  "formula": "C6H11N3S",
  "method": "the ωB97M-V functional and the def2-TZVPD basis",
  "lumo_energy_ha": [0.0081, 0.0081],
  "e_homo_ev": [-7.69, -7.70],
  "homo_lumo_gap_ev": [7.9, 7.9],
  "species": ["C", "C", "C", "C", "C", "C", "N", "N", "N", "S", "H", "H", "H", "H", "H", "H", "H", "H", "H", "H", "H"],
  "positions_angstrom": [[-0.3653, -0.9514, -0.1185], [1.9901, -0.2862, -0.2720], [-0.9714, 0.3227, 0.0843], [-1.1078, -2.2879, -0.1448], [-0.6901, 0.8655, 1.5196], [-0.2845, 1.4197, -0.7258], [0.9265, -1.0204, -0.2370], [4.1686, 0.6743, 0.0404], [3.1180, -0.0132, -0.0396], [-2.7622, 0.2202, -0.4532], [-2.6734, 0.7715, -1.8224], [-1.3933, -2.6332, -1.1814], [-2.0678, -2.0754, 0.2996], [-0.5151, -3.0715, 0.3052], [-1.0172, 1.9368, 1.5995], [0.3692, 0.7404, 1.7476], [-1.2161, 0.3380, 2.2830], [-1.2013, 1.8975, -1.3564], [0.4723, 0.9784, -1.4780], [0.2991, 2.1729, -0.1361], [4.9217, 0.0012, 0.0860]],
  "lowdin_charge": [-0.366, -0.135, -0.798, -0.050, -0.069, -0.123, 0.136, 0.018, -0.089, 0.757, -0.042, 0.103, 0.021, 0.076, 0.105, 0.089, 0.066, 0.081, 0.101, 0.093, 0.027]
}

=====

Which structure loses on stability? x does.

=====

w:
{
  "formula": "C20H22N4O3",
  "method": "the ωB97M-V functional and the def2-TZVPD basis",
  "lumo_energy_ha": 0.0218,
  "e_homo_ev": -8.03,
  "smiles": "COc1ccc(C(=O)Nc2ccc3c(c2)nc(CCNC(C)=O)n3C)cc1",
  "homo_lumo_gap_ev": 8.6,
  "species": ["C", "H", "O", "C", "C", "C", "C", "C", "C", "H", "H", "C", "O", "N", "C", "C", "C", "N", "C", "N", "C", "C", "C", "H", "H", "C", "H", "H", "H", "C", "H", "H", "C", "N", "C", "O", "C", "H", "H", "H", "H", "H", "H", "H", "H", "H", "H", "H", "H"],
  "positions_angstrom": [[5.6724, 3.2285, -0.5722], [5.6735, 4.3154, -0.5072], [4.5052, 2.8089, 0.0935], [4.2463, 1.4775, 0.1791], [5.0417, 0.4726, -0.3624], [4.6736, -0.8518, -0.2098], [3.5053, -1.1994, 0.4552], [2.7210, -0.1914, 1.0147], [3.0875, 1.1281, 0.8786], [2.4949, 1.9193, 1.3101], [1.8309, -0.4443, 1.5710], [3.1821, -2.6396, 0.6372], [4.0275, -3.4637, 0.9310], [1.8752, -3.0111, 0.5154], [0.7832, -2.3082, -0.0153], [-0.4712, -2.5258, 0.5322], [-1.5466, -1.8358, -0.0109], [-2.8692, -1.8461, 0.3390], [-3.4601, -1.0131, -0.4762], [-2.6013, -0.4273, -1.3641], [-1.3568, -0.9395, -1.0900], [-0.1040, -0.7467, -1.6505], [0.9540, -1.4439, -1.1086], [1.9373, -1.3333, -1.5368], [0.0512, -0.0866, -2.4903], [-2.9182, 0.5672, -2.3526], [-1.9974, 0.8897, -2.8332], [-3.5887, 0.1587, -3.1119], [-3.3909, 1.4310, -1.8784], [-4.9047, -0.6638, -0.3966], [-5.1220, 0.1433, -1.0931], [-5.5148, -1.5307, -0.6551], [-5.2561, -0.2119, 1.0372], [-4.1753, 0.5294, 1.6562], [-3.6435, 1.6317, 1.0772], [-4.1497, 2.1861, 0.1216], [-2.3716, 2.1129, 1.7423], [-2.0957, 3.0829, 1.3391], [-2.5084, 2.1901, 2.8178], [-1.5697, 1.4037, 1.5408], [-3.6000, 0.0156, 2.3041], [-5.4571, -1.0782, 1.6652], [-6.1430, 0.4263, 1.0005], [-0.6142, -3.2079, 1.3553], [1.6853, -3.9559, 0.8272], [5.2949, -1.6359, -0.6159], [5.9496, 0.7065, -0.8955], [6.5731, 2.8367, -0.0894], [5.6642, 2.9298, -1.6254]],
  "lowdin_charge": [-0.088, 0.093, -0.081, -0.271, -0.009, -0.010, -0.174, -0.027, 0.011, 0.118, 0.122, -0.443, 0.073, 0.132, -0.261, 0.047, -0.224, 0.169, -0.311, -0.013, -0.165, 0.002, -0.030, 0.116, 0.107, -0.002, 0.088, 0.101, 0.079, -0.087, 0.100, 0.123, -0.155, 0.046, -0.546, 0.045, 0.010, 0.084, 0.081, 0.078, 0.135, 0.120, 0.123, 0.119, 0.157, 0.123, 0.103, 0.097, 0.095]
}

=====

x:
{
  "formula": "C20H22N4O3",
  "method": "the ωB97M-V functional and the def2-TZVPD basis",
  "lumo_energy_ha": 0.0269,
  "e_homo_ev": -8.04,
  "smiles": "COc1ccc(CC(=O)NCc2nn(-c3ccccc3)nc2C)cc1OC",
  "homo_lumo_gap_ev": 8.8,
  "species": ["C", "H", "O", "C", "C", "C", "C", "C", "C", "O", "C", "H", "H", "H", "H", "C", "C", "O", "N", "H", "C", "C", "N", "N", "N", "C", "C", "H", "H", "H", "C", "C", "C", "C", "C", "C", "H", "H", "H", "H", "H", "H", "H", "H", "H", "H", "H", "H", "H"],
  "positions_angstrom": [[-1.8364, -1.2724, -2.5617], [-2.9126, -1.1630, -2.6872], [-1.6462, -1.5261, -1.1917], [-0.3622, -1.6142, -0.7196], [0.7587, -1.5435, -1.5379], [2.0382, -1.5777, -1.0166], [2.2369, -1.6868, 0.3509], [1.1236, -1.7866, 1.1711], [-0.1721, -1.7711, 0.6656], [-1.1532, -1.8703, 1.6114], [-2.4223, -2.3774, 1.2612], [-3.0124, -1.6506, 0.7005], [-2.9148, -2.5928, 2.2094], [-2.3350, -3.2987, 0.6799], [1.2272, -1.8893, 2.2413], [3.6249, -1.5477, 0.9197], [3.9069, -0.0595, 0.7439], [4.6126, 0.3880, -0.1336], [3.2213, 0.7170, 1.6222], [2.5507, 0.2485, 2.2156], [2.8308, 2.0685, 1.2530], [1.5506, 1.9819, 0.4901], [0.3842, 1.7885, 1.0889], [-0.4820, 1.6398, 0.1108], [0.0437, 1.7132, -1.0982], [1.3369, 1.9206, -0.9050], [2.3249, 2.0599, -1.9997], [1.9050, 1.6755, -2.9247], [3.2335, 1.5146, -1.7516], [2.5828, 3.1095, -2.1417], [-1.8359, 1.4137, 0.3364], [-2.7291, 1.4671, -0.7266], [-4.0701, 1.2263, -0.4963], [-4.5196, 0.9444, 0.7840], [-3.6231, 0.9050, 1.8407], [-2.2783, 1.1369, 1.6245], [-1.5623, 1.0989, 2.4289], [-3.9732, 0.6844, 2.8378], [-5.5684, 0.7559, 0.9583], [-4.7693, 1.2630, -1.3186], [-2.3590, 1.6993, -1.7121], [3.6235, 2.4886, 0.6326], [2.7007, 2.6630, 2.1592], [4.3513, -2.1205, 0.3449], [3.6615, -1.8401, 1.9679], [2.8869, -1.4937, -1.6775], [0.6401, -1.4354, -2.6032], [-1.3365, -0.3490, -2.8681], [-1.4833, -2.1054, -3.1791]],
  "lowdin_charge": [-0.084, 0.096, -0.115, -0.203, -0.011, -0.035, -0.238, 0.034, -0.199, -0.079, -0.070, 0.075, 0.096, 0.101, 0.129, -0.048, -0.501, 0.062, 0.078, 0.128, -0.100, -0.207, 0.184, -0.138, 0.178, -0.270, -0.017, 0.079, 0.063, 0.084, -0.192, -0.030, -0.081, -0.096, -0.086, -0.022, 0.108, 0.107, 0.101, 0.104, 0.103, 0.124, 0.124, 0.126, 0.121, 0.122, 0.107, 0.087, 0.097]
}

=====

Which structure loses on stability? x does.